No. 1
Below is a 2-piece molecular cluster, C10H16 overall at a distorted geometry, with properties calculated with wB97M-V/def2-TZVPD.

Element x y z (Å)
1 C 1.178 1.883 3.623
2 C 0.421 1.754 2.330
3 C 0.975 2.024 1.069
4 C 0.134 1.878 0.032
5 C -1.138 1.345 0.042
6 C -1.671 0.998 1.254
7 C -0.919 1.300 2.428
8 H 0.694 2.566 4.353
9 H 2.170 2.011 3.354
10 H 1.226 0.961 4.168
11 H 2.060 2.292 0.936
12 H 0.651 2.051 -0.977
13 H -1.711 1.427 -0.784
14 H -2.555 0.702 1.339
15 H -1.299 1.275 3.361
16 C 0.702 -1.144 -2.748
17 C -0.460 -2.182 -2.696
18 C -0.303 -3.347 -1.826
19 H 1.543 -1.607 -3.303
20 H 1.131 -0.783 -1.806
21 H 0.340 -0.301 -3.283
22 H -1.273 -1.439 -2.325
23 H -0.860 -2.426 -3.750
24 H 0.529 -3.612 -1.264
25 H -1.055 -3.379 -0.988
26 H -0.513 -4.247 -2.540

Results
Energy relative to the best compared isomer or geometry (same formula, charge and spin): 59.3 kcal per mole
SMILES: Cc1ccccc1.CCC
Kohn-Sham gap: 9.8 eV
HOMO energy: -8.881 eV
Total charge: 0


No. 2
Below is C4H6N2 as an isolated structure at a distorted geometry, with properties calculated with wB97M-V/def2-TZVPD.

Element x y z (Å)
1 C -0.741 -0.270 -1.191
2 C 0.267 -0.329 -0.051
3 N 1.248 0.755 -0.101
4 C 1.020 0.865 1.293
5 C -0.577 -0.139 1.270
6 N -1.467 -0.428 1.968
7 H -1.289 0.677 -1.178
8 H -0.202 -0.361 -2.140
9 H -1.461 -1.086 -1.090
10 H 0.775 -1.291 0.024
11 H 0.800 1.545 -0.564
12 H 1.627 0.062 1.759

Results
Energy relative to the best compared isomer or geometry (same formula, charge and spin): 117.9 kcal per mole
Kohn-Sham gap (spin up / spin down): 8.3 / 8.3 eV
HOMO energy (spin up / spin down): -8.890 / -8.891 eV
Total charge: 0


No. 3
Below is an isolated ion of composition CH3O4P2 and charge -1 at a distorted geometry, with properties calculated with wB97M-V/def2-TZVPD.

Element x y z (Å)
1 O 1.520 -1.652 -0.959
2 C 1.181 -1.504 0.223
3 O 1.545 -1.854 1.302
4 P -0.707 -0.559 0.151
5 O -0.730 -0.596 -1.507
6 P 0.173 1.401 0.509
7 O -1.188 2.462 0.185
8 H 0.214 -1.090 -1.801
9 H -0.054 1.290 2.039
10 H -1.953 2.101 -0.142

Results
Energy relative to the best compared isomer or geometry (same formula, charge and spin): 79.6 kcal per mole
SMILES: O=C([O-])P(O)#[PH]O
Kohn-Sham gap: 7.8 eV
HOMO energy: -3.950 eV
Total charge: -1


No. 4
Below is C11H14Cl2CrNO6 as an isolated structure at a distorted geometry, with properties calculated with wB97M-V/def2-TZVPD.

Element x y z (Å)
1 Cr 1.574 -0.237 -0.618
2 C -0.376 0.873 2.976
3 N -1.120 -0.086 2.182
4 C -1.826 -1.043 3.011
5 C -1.909 0.560 1.151
6 C -1.169 0.645 -0.203
7 C -2.044 1.150 -1.278
8 C -2.027 0.998 -2.618
9 C -1.145 0.348 -3.557
10 C -0.033 -0.387 -3.325
11 C 0.427 -0.932 -2.082
12 H -1.032 1.475 3.629
13 H 0.178 1.548 2.327
14 H 0.340 0.346 3.608
15 H -2.594 -0.583 3.657
16 H -1.097 -1.524 3.663
17 H -2.293 -1.813 2.403
18 H -2.073 1.620 1.429
19 H -3.764 0.161 1.582
20 H -2.879 1.718 -0.884
21 H -2.837 1.522 -3.117
22 H -1.386 0.544 -4.596
23 H 0.614 -0.594 -4.172
24 O -1.675 -2.299 -1.137
25 Cl -0.690 -1.271 -0.923
26 O -3.132 -0.076 0.897
27 O 0.380 -1.612 0.156
28 O 0.081 0.992 -0.115
29 Cl 5.875 -0.588 1.063
30 C 5.435 -0.293 -0.639
31 C 3.935 -0.253 -0.740
32 O 3.261 -1.316 -0.840
33 O 3.317 0.857 -0.717
34 H 5.829 -1.111 -1.235
35 H 5.856 0.660 -0.939

Results
Energy relative to the best compared isomer or geometry (same formula, charge and spin): 69.2 kcal per mole
Kohn-Sham gap (spin up / spin down): 7.0 / 7.7 eV
Spin multiplicity: 4
HOMO energy (spin up / spin down): -7.816 / -8.090 eV
Total charge: 0


No. 5
Below is an isolated ion of composition C18H34NO2 and charge +1 at a distorted geometry, with properties calculated with wB97M-V/def2-TZVPD.

Element x y z (Å)
1 C -3.909 -2.556 -1.332
2 C -3.884 -2.022 0.100
3 C -3.955 -3.189 1.084
4 C -2.630 -1.164 0.361
5 C -2.911 0.343 0.423
6 C -3.333 0.926 -0.926
7 C -3.603 2.424 -0.817
8 C -2.360 3.156 -0.326
9 C -1.923 2.603 1.027
10 C -1.688 1.096 0.956
11 O -0.572 0.829 0.062
12 C 0.623 0.752 0.571
13 O 0.939 0.874 1.726
14 C 1.626 0.454 -0.570
15 N 3.048 0.350 -0.164
16 C 3.470 1.632 0.433
17 C 3.851 0.054 -1.388
18 C 5.321 -0.227 -1.099
19 C 5.458 -1.383 -0.113
20 C 4.664 -1.071 1.150
21 C 3.209 -0.772 0.810
22 H -3.075 -3.236 -1.495
23 H -3.843 -1.748 -2.057
24 H -4.831 -3.102 -1.514
25 H -4.772 -1.401 0.253
26 H -4.843 -3.787 0.898
27 H -3.084 -3.832 0.977
28 H -3.996 -2.828 2.109
29 H -1.889 -1.356 -0.418
30 H -2.189 -1.463 1.315
31 H -3.714 0.515 1.147
32 H -4.234 0.420 -1.272
33 H -2.541 0.749 -1.657
34 H -3.904 2.815 -1.789
35 H -4.425 2.596 -0.119
36 H -2.563 4.224 -0.233
37 H -1.554 3.029 -1.053
38 H -2.702 2.784 1.769
39 H -1.012 3.097 1.371
40 H -1.406 0.718 1.945
41 H 1.308 -0.482 -1.037
42 H 1.519 1.249 -1.313
43 H 4.520 1.598 0.707
44 H 3.320 2.439 -0.281
45 H 2.881 1.827 1.327
46 H 3.755 0.899 -2.073
47 H 3.414 -0.827 -1.864
48 H 5.823 0.660 -0.713
49 H 5.801 -0.481 -2.044
50 H 6.507 -1.540 0.133
51 H 5.083 -2.301 -0.568
52 H 5.119 -0.241 1.689
53 H 4.674 -1.930 1.821
54 H 2.653 -0.515 1.713
55 H 2.759 -1.660 0.361

Results
SMILES: CC(C)C[C@@H]1CCCC[C@@H]1OC(=O)C[N+]1(C)CCCCC1
Kohn-Sham gap: 10.5 eV
HOMO energy: -12.837 eV
Total charge: +1


No. 6
Below is BrCdH6O3 as an isolated structure at a distorted geometry, with properties calculated with wB97M-V/def2-TZVPD.

Element x y z (Å)
1 Cd 9.370 -18.722 -20.490
2 Br 10.586 -16.463 -21.343
3 O 7.346 -15.180 -22.083
4 H 7.065 -16.095 -22.111
5 H 8.302 -15.223 -22.082
6 O 13.130 -14.306 -20.929
7 H 12.677 -14.729 -21.658
8 H 12.617 -13.517 -20.752
9 O 13.813 -17.076 -22.090
10 H 14.083 -17.965 -22.319
11 H 12.857 -17.114 -22.068

Results
Kohn-Sham gap (spin up / spin down): 4.6 / 3.0 eV
Spin multiplicity: 2
HOMO energy (spin up / spin down): -17.510 / -17.488 eV
Total charge: +2


No. 7
Below is an isolated molecule of C2H5NP2 at a distorted geometry, with properties calculated with wB97M-V/def2-TZVPD.

Element x y z (Å)
1 H 2.540 -1.167 2.633
2 P 1.148 -1.305 2.670
3 C 0.810 -0.301 1.350
4 P -0.798 -0.129 0.748
5 N -0.271 0.316 -0.600
6 C -1.131 0.543 -1.656
7 H 1.564 0.074 0.711
8 H -1.123 1.636 -1.931
9 H -2.173 0.178 -1.400
10 H -0.567 0.155 -2.525

Results
Energy relative to the best compared isomer or geometry (same formula, charge and spin): 42.6 kcal per mole
SMILES: [H]/P=C/P=N/C
Kohn-Sham gap: 8.3 eV
HOMO energy: -9.082 eV
Total charge: 0


No. 8
Below is an isolated molecule of C5H9NO, with properties calculated with wB97M-V/def2-TZVPD.

Element x y z (Å)
1 O 0.848 -2.443 -0.256
2 C 0.404 -1.788 -1.301
3 C -0.697 -0.830 -0.856
4 C -0.127 0.285 0.016
5 C -1.055 1.020 0.898
6 N -0.169 -0.013 1.455
7 C 1.105 0.983 -0.519
8 H 0.402 -2.189 0.585
9 H 0.945 1.327 -1.545
10 H -1.452 -1.368 -0.261
11 H -1.196 -0.403 -1.730
12 H -2.115 0.778 0.898
13 H -0.829 2.064 1.113
14 H 0.613 0.430 1.932
15 H 1.365 1.850 0.099
16 H 1.959 0.297 -0.527

Results
Energy relative to the best compared isomer or geometry (same formula, charge and spin): 97.1 kcal per mole
Kohn-Sham gap: 9.2 eV
HOMO energy: -8.309 eV
Total charge: 0


No. 9
Below is C16H18F9N10O7RhS as an isolated structure at a distorted geometry, with properties calculated with wB97M-V/def2-TZVPD.

Element x y z (Å)
1 Rh -0.424 0.134 -0.028
2 N 1.125 -0.290 1.760
3 N 0.496 -0.623 2.955
4 C -0.851 -0.588 3.052
5 N -1.388 -1.009 4.191
6 N -1.502 -0.103 1.997
7 N -2.828 0.286 2.123
8 O -3.441 0.149 3.198
9 O -3.331 0.763 1.138
10 H 1.571 -1.118 1.392
11 H 1.761 0.483 1.884
12 H 1.005 -1.188 3.609
13 H -0.818 -1.351 4.943
14 H -2.372 -0.841 4.309
15 C -1.976 -7.228 -3.154
16 C -1.117 -6.167 -2.507
17 C -0.275 -5.369 -3.285
18 C 0.507 -4.386 -2.709
19 C 0.442 -4.196 -1.331
20 C -0.369 -4.987 -0.532
21 C -1.139 -5.975 -1.128
22 S 1.349 -2.882 -0.599
23 O 2.725 -2.980 -1.004
24 O 1.054 -2.911 0.818
25 N 0.677 -1.494 -1.187
26 C 1.239 -0.990 -2.352
27 C 1.989 0.518 -1.989
28 O 3.022 0.649 -2.597
29 O 1.298 1.194 -1.196
30 H -2.342 -6.893 -4.126
31 H -2.834 -7.476 -2.528
32 H -1.400 -8.144 -3.314
33 H -0.245 -5.518 -4.361
34 H 1.161 -3.771 -3.317
35 H -0.392 -4.811 0.536
36 H -1.781 -6.600 -0.516
37 H 0.491 -0.616 -3.053
38 H 2.009 -1.602 -2.811
39 F -5.101 0.197 -3.162
40 C -4.223 0.415 -2.160
41 F -4.841 0.104 -1.014
42 F -3.970 1.733 -2.128
43 C -2.859 -0.381 -2.354
44 O -1.804 0.293 -1.864
45 C -2.657 -0.558 -3.909
46 F -1.413 -0.978 -4.187
47 F -2.799 0.641 -4.521
48 F -3.509 -1.419 -4.487
49 C -3.038 -1.815 -1.735
50 F -4.305 -2.255 -1.755
51 F -2.619 -1.825 -0.451
52 F -2.299 -2.717 -2.391
53 N -2.409 4.730 -2.712
54 C -1.916 3.648 -2.070
55 N -1.747 2.518 -2.761
56 N -1.579 3.826 -0.808
57 C -0.999 2.959 -0.036
58 N -0.480 2.250 0.739
59 H -2.909 4.624 -3.575
60 H -2.602 5.535 -2.145
61 H -2.142 2.456 -3.682
62 H -1.738 1.634 -2.236

Results
Energy relative to the best compared isomer or geometry (same formula, charge and spin): 22.7 kcal per mole
Kohn-Sham gap (spin up / spin down): 8.7 / 6.9 eV
Spin multiplicity: 5
HOMO energy (spin up / spin down): -8.726 / -9.084 eV
Total charge: 0


No. 10
Below is C35H55ClOP4SiV as an isolated structure at a distorted geometry, with properties calculated with wB97M-V/def2-TZVPD.

Element x y z (Å)
1 P 1.761 1.143 -4.124
2 C 3.394 1.361 -3.467
3 C 4.486 0.744 -4.129
4 H 4.306 -0.162 -4.714
5 C 5.749 1.311 -4.040
6 H 6.580 0.943 -4.647
7 C 5.977 2.384 -3.168
8 H 6.960 2.867 -3.136
9 C 4.953 2.818 -2.329
10 H 5.170 3.577 -1.573
11 C 3.657 2.319 -2.460
12 H 2.835 2.657 -1.827
13 C 0.999 -0.426 -3.806
14 C 1.762 -1.477 -3.232
15 H 2.699 -1.246 -2.724
16 C 1.350 -2.803 -3.361
17 H 1.951 -3.605 -2.920
18 C 0.206 -3.128 -4.090
19 H -0.044 -4.178 -4.294
20 C -0.605 -2.098 -4.587
21 H -1.514 -2.358 -5.132
22 C -0.241 -0.763 -4.417
23 H -0.889 0.023 -4.812
24 C 0.695 2.563 -4.139
25 C 0.829 3.530 -5.165
26 H 1.748 3.517 -5.767
27 C -0.183 4.444 -5.394
28 H -0.135 5.156 -6.221
29 C -1.308 4.493 -4.555
30 H -2.106 5.214 -4.745
31 C -1.374 3.633 -3.463
32 H -2.222 3.710 -2.773
33 C -0.390 2.676 -3.239
34 H -0.420 2.005 -2.374
35 V 0.067 0.047 2.237
36 C -1.604 -1.257 1.867
37 C -1.936 -1.528 0.583
38 H -2.203 -1.694 2.688
39 C -1.122 -0.845 -0.513
40 O -2.029 0.091 -1.181
41 H -1.683 0.331 -2.062
42 C -0.030 -0.167 0.155
43 H -0.671 -1.575 -1.217
44 C 0.454 0.924 0.698
45 Cl 1.864 1.326 3.108
46 P -1.362 2.126 2.289
47 P 1.695 -1.720 2.078
48 C -1.006 3.286 3.655
49 H 0.062 3.544 3.611
50 H -1.229 2.832 4.629
51 H -1.619 4.187 3.500
52 C -1.292 3.278 0.874
53 H -1.959 2.924 0.079
54 H -0.278 3.345 0.468
55 H -1.605 4.277 1.203
56 C -3.148 1.737 2.257
57 H -3.407 1.026 3.052
58 H -3.372 1.282 1.279
59 H -3.727 2.667 2.374
60 C 2.934 -1.929 3.396
61 H 2.580 -2.636 4.151
62 H 3.143 -0.958 3.860
63 H 3.852 -2.308 2.928
64 C 1.042 -3.400 1.769
65 H 0.720 -3.475 0.721
66 H 0.178 -3.605 2.412
67 H 1.834 -4.138 1.964
68 C 2.783 -1.503 0.632
69 H 3.105 -0.458 0.553
70 H 2.241 -1.784 -0.279
71 H 3.664 -2.146 0.755
72 P -3.294 -2.605 0.031
73 C -3.823 -3.604 1.406
74 C -2.669 -3.642 -1.302
75 H -4.051 -2.972 2.273
76 H -3.036 -4.320 1.675
77 H -4.726 -4.145 1.091
78 H -2.377 -3.042 -2.176
79 H -3.467 -4.344 -1.591
80 H -1.793 -4.209 -0.953
81 C -4.649 -1.602 -0.592
82 H -5.019 -0.934 0.198
83 H -5.462 -2.268 -0.915
84 H -4.308 -0.984 -1.434
85 H 0.979 1.758 0.281
86 C -0.095 -2.155 5.226
87 Si -0.303 -0.322 4.815
88 C -2.072 0.151 5.311
89 C 0.850 0.649 5.971
90 H -0.399 -2.811 4.400
91 H -0.742 -2.387 6.087
92 H 0.939 -2.395 5.500
93 H -2.233 -0.171 6.353
94 H -2.263 1.230 5.258
95 H -2.817 -0.362 4.688
96 H 0.566 0.460 7.018
97 H 1.898 0.345 5.840
98 H 0.790 1.731 5.789

Results
Kohn-Sham gap (spin up / spin down): 6.0 / 3.4 eV
Spin multiplicity: 2
HOMO energy (spin up / spin down): -11.139 / -11.139 eV
Total charge: +2


No. 11
Below is C43H37BiI2N3OP2 as an isolated structure at a distorted geometry, with properties calculated with wB97M-V/def2-TZVPD.

Element x y z (Å)
1 Bi -11.140 -14.458 9.249
2 C -13.845 -14.144 7.327
3 P -12.138 -14.460 6.672
4 C -11.579 -13.109 5.659
5 C -10.392 -13.262 4.938
6 C -9.864 -12.197 4.237
7 C -10.449 -10.946 4.331
8 C -11.578 -10.770 5.092
9 C -12.171 -11.854 5.770
10 C -12.225 -15.991 5.743
11 C -12.243 -16.047 4.345
12 C -12.302 -17.287 3.725
13 C -12.396 -18.438 4.472
14 C -12.368 -18.384 5.853
15 C -12.258 -17.181 6.491
16 C -14.016 -15.253 8.345
17 C -14.956 -16.270 8.414
18 C -14.495 -17.198 9.387
19 C -13.307 -16.681 9.917
20 C -12.357 -17.344 10.889
21 P -11.211 -18.613 10.075
22 C -9.736 -17.516 9.700
23 C -9.399 -17.301 8.351
24 C -8.360 -16.454 8.015
25 C -7.596 -15.841 9.005
26 C -7.875 -16.114 10.356
27 C -8.960 -16.922 10.694
28 C -10.574 -19.616 11.488
29 C -9.572 -20.532 11.204
30 C -9.106 -21.455 12.135
31 C -9.662 -21.429 13.385
32 C -10.679 -20.523 13.711
33 C -11.156 -19.647 12.750
34 N -13.014 -15.521 9.268
35 H -14.616 -14.190 6.610
36 H -13.801 -13.154 7.861
37 H -9.866 -14.243 4.865
38 H -8.981 -12.356 3.647
39 H -10.047 -10.070 3.828
40 H -11.982 -9.801 5.139
41 H -13.094 -11.769 6.346
42 H -12.219 -15.160 3.767
43 H -12.341 -17.331 2.630
44 H -12.465 -19.388 3.971
45 H -12.445 -19.260 6.460
46 H -12.249 -17.056 7.550
47 H -15.841 -16.317 7.826
48 H -15.016 -18.104 9.731
49 H -12.962 -17.985 11.552
50 H -11.748 -16.661 11.467
51 H -9.994 -17.828 7.629
52 H -8.087 -16.342 6.944
53 H -6.799 -15.196 8.782
54 H -7.302 -15.636 11.147
55 H -9.221 -17.129 11.719
56 H -9.149 -20.515 10.201
57 H -8.306 -22.112 11.850
58 H -9.255 -22.112 14.114
59 H -11.112 -20.532 14.706
60 H -11.915 -18.912 13.028
61 I -10.916 -8.409 13.627
62 C -11.453 -9.696 12.101
63 C -12.461 -10.622 12.293
64 C -12.678 -11.615 11.348
65 I -13.967 -13.205 11.839
66 C -11.963 -11.694 10.163
67 O -12.231 -12.694 9.329
68 C -11.033 -10.653 9.891
69 C -10.217 -10.742 8.657
70 N -9.591 -12.074 8.565
71 C -8.361 -12.081 9.338
72 C -8.647 -12.251 10.819
73 C -8.014 -11.496 11.803
74 C -8.379 -11.667 13.144
75 C -9.279 -12.674 13.446
76 C -9.865 -13.375 12.406
77 N -9.548 -13.179 11.121
78 C -10.778 -9.711 10.890
79 H -12.996 -10.663 13.207
80 H -9.440 -9.999 8.712
81 H -10.839 -10.579 7.784
82 H -9.376 -12.268 7.596
83 H -7.705 -11.267 9.107
84 H -7.768 -12.993 9.040
85 H -7.331 -10.680 11.543
86 H -7.931 -11.096 13.977
87 H -9.525 -12.941 14.462
88 H -10.599 -14.164 12.593
89 H -10.038 -8.970 10.698

Results
Energy relative to the best compared isomer or geometry (same formula, charge and spin): 0.0 kcal per mole
Kohn-Sham gap: 6.9 eV
HOMO energy: -9.990 eV
Total charge: +1


No. 12
Below is an isolated molecule of C5H4N2, with properties calculated with wB97M-V/def2-TZVPD.

Element x y z (Å)
1 C -1.351 1.703 2.164
2 C -0.739 1.163 1.171
3 C -0.091 0.164 0.357
4 C 0.642 0.366 -0.791
5 C 0.856 -0.926 -1.301
6 N 0.321 -1.857 -0.523
7 N -0.246 -1.178 0.480
8 H -0.973 2.130 0.639
9 H 0.959 1.323 -1.179
10 H 1.355 -1.205 -2.219
11 H -0.734 -1.683 1.203

Results
Energy relative to the best compared isomer or geometry (same formula, charge and spin): 90.3 kcal per mole
Kohn-Sham gap: 9.6 eV
HOMO energy: -9.409 eV
Total charge: 0